# C20H27N2O2Ti

A structure of composition C20H27N2O2Ti at a distorted geometry (ωB97M-V/def2-TZVPD, OMol25).

As for the charge: +2. The value obtained for the gap between HOMO and LUMO (alpha / beta) is 7.9 / 7.7 eV. The value obtained for the lowest unoccupied orbital energy (alpha / beta) is -6.7 / -6.9 eV. The value obtained for the highest occupied orbital energy (alpha / beta) is -14.5666 / -14.5802 eV. As for the spin multiplicity: 2. The expectation value of S² is 0.75.

The geometry in XYZ format:
```
52
C20H27N2O2Ti (ωB97M-V/def2-TZVPD)
Ti -0.61 1.14 0.22
O -2.05 2.27 0.72
C -2.95 1.53 1.59
C -4.32 1.36 0.92
C -4.20 1.10 -0.59
C -3.55 -0.21 -0.94
C -4.36 -1.29 -1.28
C -3.79 -2.47 -1.73
C -2.41 -2.51 -1.86
C -1.68 -1.40 -1.48
N -2.21 -0.27 -0.99
H -2.42 3.17 0.61
H -3.05 2.07 2.54
H -2.46 0.55 1.78
H -4.90 2.28 1.06
H -4.86 0.55 1.40
H -3.66 1.91 -1.08
H -5.21 1.09 -0.99
H -5.43 -1.20 -1.22
H -4.40 -3.31 -2.01
H -1.92 -3.38 -2.27
H -0.61 -1.40 -1.61
O 0.68 0.01 -0.25
C 1.48 -0.89 -0.68
C 1.41 -2.27 -0.10
C 2.75 -2.78 0.47
C 3.75 -3.24 -0.58
C 4.29 -2.10 -1.44
C 3.22 -1.49 -2.34
N 2.32 -0.58 -1.64
H 1.08 -2.97 -0.88
H 0.65 -2.25 0.69
H 2.51 -3.63 1.11
H 3.19 -2.01 1.10
H 3.30 -4.00 -1.23
H 4.58 -3.72 -0.07
H 5.07 -2.50 -2.09
H 4.75 -1.33 -0.82
H 2.63 -2.29 -2.79
H 3.68 -0.91 -3.14
H 2.33 0.39 -1.94
C 2.25 4.11 2.77
C 2.51 3.86 1.43
C 1.71 2.98 0.71
C 0.63 2.32 1.32
C 0.40 2.57 2.68
C 1.20 3.46 3.39
H 2.86 4.81 3.32
H 3.33 4.36 0.94
H 1.93 2.81 -0.34
H -0.42 2.06 3.20
H 0.99 3.65 4.44
```